1.
15
Properties=species:S:1:pos:R:3:forces:R:3 method="wB97M-V/def2-TZVPD" s2=6.02 orbital_gap_ev="6.4947 / 6.3998" multiplicity=5 charge=+2 relative_energy_kcal_mol=79.3 homo_energy_ev="-17.51 / -18.45"
C -1.0612 -0.0715 0.9296 1.43 -0.25 0.21
C 1.2973 0.3341 1.3924 1.85 -3.71 4.36
C 0.3546 -1.5626 -2.4559 -5.41 1.35 6.83
C -1.4227 -0.0897 -0.5456 -1.38 2.51 0.86
Li 3.3646 1.6138 1.2373 -0.10 -0.39 0.72
O 2.1642 0.0555 2.2591 -1.23 1.72 -2.57
H -1.7236 -0.7006 1.5386 -0.15 -0.14 -0.41
O -0.4732 -2.0956 -1.7200 4.40 -0.55 -4.98
O 0.2683 -0.5056 1.3246 -1.33 0.06 -0.81
O 0.7711 -0.4219 -2.4992 1.91 -3.67 -3.84
H -2.4305 0.3567 -0.4021 -0.17 0.51 0.50
H -1.2066 0.9525 1.3037 -0.10 -0.13 -0.17
Ir 0.5694 1.2226 -1.4472 -0.70 1.49 2.97
H -1.9130 -0.3768 -1.4887 1.21 -1.15 -0.28
O 1.4414 1.2891 0.5733 -0.22 2.36 -3.39

=====

2.
57
Properties=species:S:1:pos:R:3:forces:R:3 method="wB97M-V/def2-TZVPD" s2=6.06 orbital_gap_ev="8.3295 / 4.8512" multiplicity=5 charge=+4 relative_energy_kcal_mol=0.0 homo_energy_ev="-19.88 / -19.94"
C -0.8728 1.4174 -2.7619 -0.71 0.40 -0.64
C -0.4973 2.4605 3.1506 -0.12 -1.07 0.28
N 0.2344 -1.9538 1.6430 0.18 0.57 0.14
H 1.4678 -2.4736 3.0826 0.08 -0.13 -0.16
H -0.6784 2.6091 -0.8299 -0.15 -0.09 -0.09
C -2.0347 1.9469 -3.3227 0.42 0.07 0.02
C 0.2182 -3.1428 -0.5028 -0.06 -0.86 0.91
C 0.3852 -3.0216 0.9615 0.27 -0.39 -1.03
Ru -0.2634 0.0099 1.4799 -0.16 0.28 -0.99
H 2.7542 -1.7308 -1.8753 -0.11 0.04 -0.06
P 0.3355 -0.3338 -0.8964 0.47 0.09 0.64
C -3.3875 0.8137 -1.6803 -1.00 -0.17 -0.40
C -0.3625 3.7721 3.4570 0.21 1.03 -0.47
H 0.1604 -5.2782 -0.2616 -0.15 -0.25 0.10
H 5.5280 1.4947 -2.4441 -0.42 0.05 0.23
H 0.7388 -3.9062 1.4937 -0.09 0.00 -0.03
H 1.5981 2.3251 -0.7965 0.22 -0.14 -0.06
C 2.3403 1.6261 -1.1722 0.61 0.10 -0.18
H -0.3833 4.3005 -0.6679 0.03 -0.44 0.14
S -1.5033 -0.0232 6.0132 -0.19 -0.05 -0.06
C -3.2706 1.6396 -2.8029 -0.25 -0.19 0.33
S -0.1098 4.6752 2.0117 -0.29 0.29 0.92
C 0.1009 -2.3415 -2.7381 -0.06 0.42 -1.21
H -4.3752 0.5481 -1.2766 0.53 0.23 -0.22
H -0.1141 -3.8222 -4.2484 -0.03 -0.04 -0.61
C 2.9764 -0.6754 -1.7942 1.03 0.06 0.28
N -0.4650 2.1457 1.7953 0.34 -0.78 -0.57
C 0.2278 -2.0691 -1.4070 -0.18 0.31 1.14
H -0.1597 -5.7209 -2.7159 0.13 -0.22 0.05
H -4.1390 2.0252 -3.3009 -0.39 0.15 0.03
N -1.1010 0.1820 3.4497 -0.17 -0.52 0.18
H -2.1956 -2.2334 3.2325 -0.07 0.04 0.21
O 0.6658 -1.9371 2.9683 -0.05 -0.32 0.39
C -0.9992 0.5612 -1.6932 0.64 -0.51 0.06
H 0.0560 1.6782 -3.2144 0.72 0.00 -0.13
H -2.5077 -2.3798 4.9293 -0.08 -0.13 0.07
H 3.8278 3.1189 -1.4360 0.13 -0.05 -0.03
C 4.2552 -0.2400 -2.0945 -1.00 0.28 -0.36
H -0.6744 2.2048 6.1430 0.02 0.21 -0.33
C -1.6025 -0.6630 4.3624 0.34 0.49 0.61
H 0.0779 -1.5232 -3.4599 0.01 -0.20 0.09
C 2.0036 0.2478 -1.3489 -0.69 -0.16 -0.04
C -0.3205 3.2451 1.0806 0.01 0.48 -1.18
C -0.0189 -4.7266 -2.3273 -0.25 0.64 -0.29
C -0.9143 1.4317 5.4223 -0.02 -0.59 0.18
H 4.9789 -0.9388 -2.4745 0.27 -0.12 0.00
N -2.1349 -1.8364 4.1643 0.08 -0.15 -0.58
H -0.4637 4.2864 4.4014 0.20 -0.10 0.09
C -0.0135 -3.6416 -3.2023 -0.07 -0.56 0.39
H -2.3009 -0.4748 -0.3368 -0.21 0.27 -0.37
C 0.0977 -4.4746 -0.9749 0.43 0.95 0.38
C -0.7762 1.3659 4.0244 -0.27 1.12 0.17
H -1.9739 2.5967 -4.1778 0.10 0.10 -0.22
C 3.5936 2.0650 -1.5222 -0.21 0.09 -0.25
C 4.5536 1.1613 -2.0669 -0.12 -0.32 0.41
N -0.3097 3.3628 -0.2684 -0.07 0.23 0.96
C -2.2523 0.2445 -1.1730 0.17 -0.42 1.15

=====

3.
91
Properties=species:S:1:pos:R:3:forces:R:3 method="wB97M-V/def2-TZVPD" s2=0.75 orbital_gap_ev="5.6239 / 7.0098" multiplicity=2 charge=0 relative_energy_kcal_mol=88.1 homo_energy_ev="-5.45 / -6.98"
C 1.9849 -1.6761 -3.6509 -0.05 -0.04 0.11
H -2.1734 -3.7874 0.5991 -0.05 -0.02 -0.03
H -5.0491 3.2982 1.3096 0.05 -0.01 0.02
H 5.1266 1.8521 0.7857 -0.06 0.10 0.00
H -0.5791 6.2474 0.6627 0.03 -0.04 -0.05
H -1.6964 -0.4257 4.2042 -0.04 0.02 0.00
C 0.3040 -2.9266 0.9933 -0.24 -0.07 0.14
H -4.1171 0.9296 -4.5932 0.01 0.03 0.01
C -2.4817 -1.9780 -5.1736 -0.01 -0.04 -0.02
S -1.1248 3.3492 2.6212 -0.26 -0.43 -0.09
C 0.1269 -3.5721 -0.3617 -0.01 0.01 0.19
S -0.0954 -0.4469 -2.2238 0.08 -0.16 -1.06
C -0.8294 -2.5215 1.7058 0.05 -0.01 0.05
H -6.0126 0.7174 3.4776 0.01 0.03 0.03
H 4.0789 -2.1771 -0.1837 2.42 2.26 -1.06
H 1.2793 1.6247 -3.5282 0.02 0.04 0.00
C -2.2063 -2.8847 1.2047 0.18 0.03 -0.02
H 4.2881 3.5318 1.9107 0.04 -0.01 0.01
N 0.7316 4.1762 0.8910 1.29 1.47 -1.07
C 2.5383 2.7790 0.9033 0.31 0.87 0.12
H -0.0605 -1.2365 5.4312 0.00 0.06 0.05
H 4.4969 -0.3983 -5.5236 0.04 -0.01 0.01
C 2.7933 -3.2955 0.8371 -1.35 -1.59 0.32
H 1.6108 -2.6191 -3.2704 0.04 -0.04 0.05
H -2.8338 3.3754 -0.5354 -0.02 0.03 0.09
C 1.3319 -0.4924 -3.3485 -0.05 -0.04 0.23
C 3.1297 -1.6384 -4.4336 -0.01 -0.04 -0.02
N -1.1095 5.5069 1.0934 0.19 0.02 -0.13
N -4.4976 2.8309 0.6103 -0.04 0.09 0.29
H 2.9833 4.7062 1.6938 -0.04 -0.02 -0.04
H -4.3872 3.5526 -1.3609 0.02 0.00 0.02
C -1.9060 -1.3408 3.6552 0.14 -0.04 -0.09
H -6.7294 1.5809 2.1093 0.01 0.03 0.03
C 0.7223 -0.8870 4.7604 0.04 -0.04 -0.15
H 3.7944 -1.4733 2.3702 -0.01 -0.09 0.21
C 4.3769 1.1040 0.5776 -0.06 0.07 0.18
H 3.9916 4.2502 0.3190 0.07 0.02 0.02
N 2.0950 0.4851 0.3223 1.21 -0.05 -0.30
C -1.3567 -0.6826 -3.5112 -0.07 -0.05 0.22
H -0.1161 -4.6350 -0.2760 0.03 -0.02 -0.08
H 3.6539 -2.5574 -4.6594 0.00 -0.01 -0.04
H -0.6998 -2.6238 -4.1822 0.04 0.00 0.03
N -4.7412 0.9159 1.8624 -0.11 0.06 0.26
S -3.1740 0.6878 -0.2205 0.23 -0.06 -0.16
H -2.5503 -2.8636 -5.7911 0.03 -0.05 0.03
H -2.7228 -1.1297 2.9690 0.01 0.03 -0.01
C 3.0145 1.4220 0.5989 0.32 -0.22 0.06
H -1.8328 5.7755 1.7366 0.09 0.05 0.06
C 3.5134 3.8788 1.2290 -0.10 -0.12 -0.13
H 1.6752 -1.1107 5.2318 0.02 0.02 0.03
C -0.4221 4.3658 1.4357 -0.92 -0.39 0.97
H 3.2009 -2.6205 0.0801 -2.96 -3.54 1.39
H 3.0790 -0.6815 3.7546 0.07 0.01 0.06
H 1.6856 -1.4461 -0.1959 0.22 0.47 -0.15
H 3.5086 -2.3960 3.8555 0.09 0.05 0.04
H -2.8747 -3.0830 2.0407 -0.07 0.02 -0.03
C -5.8097 1.4332 2.6859 0.04 0.14 -0.11
C 3.6070 -0.4252 -4.9093 0.01 0.03 -0.06
Hg -0.0371 1.0359 0.9886 -1.83 -0.17 0.52
C -3.4478 -0.9877 -5.2852 -0.05 0.08 0.00
H -4.2722 -1.1169 -5.9739 0.00 0.01 -0.02
H -2.6296 -2.0787 0.5986 -0.08 0.01 0.02
C -1.4383 -1.8375 -4.2729 0.03 -0.12 -0.02
H -3.9201 4.7020 -0.0877 -0.02 -0.03 0.05
C 3.1064 -1.6172 3.2016 -0.15 -0.07 0.01
C 0.5943 -1.5646 3.4163 -0.17 -0.03 -0.08
C 4.7711 -0.1921 0.2977 -0.17 0.16 -0.13
H 1.0272 -3.4758 -0.9650 0.05 -0.06 -0.06
C 2.4812 -0.7471 0.0439 -0.03 0.21 -0.80
C -2.3053 0.3181 -3.6275 0.12 0.12 0.13
C -3.3608 0.1606 -4.5127 0.02 -0.11 -0.10
H 0.6299 0.1988 4.6674 -0.01 0.03 0.05
H -2.2412 -2.1023 4.3657 -0.08 0.04 0.06
H -2.2022 1.1989 -3.0090 -0.08 0.02 0.04
C 1.5796 -2.7033 1.5173 -0.06 -0.64 0.59
C 1.8038 0.7220 -3.8137 -0.06 0.08 0.10
H -4.5127 -0.0591 1.9357 0.04 0.02 -0.11
H 2.5429 -4.2368 0.3508 -0.08 -0.25 0.18
C 3.8084 -1.1510 0.0240 1.80 2.81 -0.93
H 3.5785 -3.4999 1.5619 0.15 0.03 -0.03
C 2.9420 0.7544 -4.6027 -0.04 -0.04 0.02
N 1.2775 2.9837 0.8346 -0.24 -0.77 0.13
H -0.6790 -3.0765 -0.9004 -0.05 -0.10 -0.05
H 3.3078 1.7062 -4.9634 0.05 -0.01 -0.04
O -0.2226 0.9771 -1.8471 -0.02 0.45 0.37
C -0.6854 -1.8178 2.9057 0.15 -0.12 -0.01
C -3.8760 3.6613 -0.4013 0.06 -0.02 -0.22
C -4.1739 1.5469 0.8124 -0.14 -0.28 -0.21
H -5.5263 2.3797 3.1531 -0.01 -0.03 0.07
C 1.7252 -1.9765 2.7039 -0.01 -0.04 0.08
H 5.8220 -0.4490 0.2869 0.03 0.00 -0.02

=====

4.
14
Properties=species:S:1:pos:R:3:forces:R:3 method="wB97M-V/def2-TZVPD" s2=2.01 orbital_gap_ev="9.0521 / 8.3645" multiplicity=3 charge=+1 relative_energy_kcal_mol=50.0 homo_energy_ev="-12.66 / -16.32"
H -0.1044 -0.8006 -2.3168 -0.68 -0.25 -0.34
H 0.7345 -0.6568 1.8595 0.14 2.13 1.70
C 0.6485 -0.3155 -1.7307 2.67 -1.60 -1.37
H 0.0149 -1.8976 1.0652 -0.91 -0.77 -0.83
C -1.2465 1.3405 0.8208 -2.22 6.09 -2.36
N 0.2072 -0.0708 -0.4055 3.43 -5.41 1.53
H 1.6890 -1.5111 0.7442 2.16 -0.49 -1.21
H -1.1525 0.7760 1.6668 1.18 -1.10 2.55
H 1.0167 0.5789 -2.3104 -0.26 -0.73 1.07
H 1.4668 -1.0770 -1.5717 -0.62 1.00 -0.81
H -2.2998 1.3199 0.6641 -1.27 -0.91 -0.79
N -0.4806 0.9002 -0.2413 -2.23 3.47 2.01
H -1.2483 2.5622 0.7969 1.03 -2.85 1.07
C 0.7544 -1.1483 0.9588 -2.41 1.41 -2.22